Entry from OMol25: C6H18F5Hf2O6 as an isolated structure at a distorted geometry (ωB97M-V/def2-TZVPD).

Summary:
- Max |F|: 2.4 eV/Å
- Orbital gap: 1.54 eV
- E_tot: -1283.649484 a.u.
- Net charge: +3
- HOMO: -16.4 eV

Structure (XYZ):
```
37
C6H18F5Hf2O6, DFT ωB97M-V/def2-TZVPD
Hf 5.99680 -31.95626 -10.95556
Hf 5.23585 -34.30771 -17.48698
F 6.47997 -30.78830 -18.84012
F 6.65050 -37.46082 -15.59855
F 3.74093 -33.85711 -13.82834
F 7.87869 -32.85385 -14.72427
F 9.86136 -31.80003 -10.47332
C 10.46721 -36.16473 -20.14067
C 11.73312 -36.86864 -19.61135
O 11.55204 -37.47021 -18.35422
O 9.75848 -35.39057 -19.16237
H 9.92305 -37.08278 -20.36243
H 10.49668 -35.60857 -21.07764
H 12.57413 -36.17769 -19.66943
H 11.98590 -37.73886 -20.21709
H 11.40304 -36.84353 -17.64241
H 10.16264 -34.52502 -19.06714
C 13.34845 -29.83589 -16.70482
C 14.22551 -28.53625 -16.54152
O 15.59760 -28.90096 -16.68924
O 13.42767 -30.59097 -17.82124
H 12.29768 -29.65098 -16.48169
H 13.72778 -30.54787 -15.97181
H 14.14749 -27.87916 -15.67536
H 13.92531 -27.82609 -17.31201
H 15.99694 -28.86249 -15.81709
H 14.36385 -30.75208 -17.95982
C 12.21547 -37.17319 -9.95820
C 12.34571 -37.37501 -11.45782
O 11.62085 -36.56854 -12.27792
O 11.22674 -38.05179 -9.49660
H 11.99577 -36.14615 -9.66661
H 13.03277 -37.60179 -9.37817
H 12.32663 -38.41699 -11.77719
H 13.42344 -37.23610 -11.54326
H 11.29222 -35.81011 -11.78967
H 11.04598 -37.80712 -8.58606
```

Löwdin population analysis, charges in e, atoms 1 to 4: Hf 1.65; Hf 1.81; F -0.40; F -0.38


Entry from OMol25: C6H18InO6 as an isolated structure at a distorted geometry (ωB97M-V/def2-TZVPD).

Summary:
- Max |F|: 4.7 eV/Å
- Spin multiplicity: 2
- Orbital gap (alpha / beta): 1.72 / 2.62 eV
- E_tot: -878.849760 a.u.
- Net charge: +4
- HOMO (alpha / beta): -21.7 / -22.7 eV

Structure (XYZ):
```
31
C6H18InO6, DFT ωB97M-V/def2-TZVPD
In -1.19692 -0.07220 -0.38275
C -3.15245 2.43323 -2.48317
C -4.38518 2.24198 -1.48757
O -4.04666 1.29611 -0.52385
O -2.46753 1.17037 -2.71477
H -2.34739 2.88545 -1.90397
H -3.29222 2.97610 -3.41797
H -5.27096 1.86033 -1.99536
H -4.63306 3.19319 -1.01657
H -4.79850 1.00102 -0.00495
H -2.34901 1.15021 -3.66721
C 3.11629 1.10389 2.46884
C 2.33636 0.20513 1.67405
O 0.96886 0.62157 1.51018
O 2.99256 0.84352 3.82436
H 2.82996 2.14500 2.31986
H 4.15568 1.19453 2.15331
H 2.29662 -0.82000 2.04233
H 2.70819 0.07138 0.65820
H 0.70660 0.82540 2.41089
H 2.63038 1.62518 4.24795
C 1.98364 -2.45271 -0.74262
C 0.99268 -3.39948 0.11566
O -0.41495 -3.23991 -0.24346
O 1.46028 -1.19101 -1.15882
H 2.61087 -2.89230 -1.51814
H 2.76146 -2.27625 0.00031
H 1.13014 -3.29461 1.19187
H 1.34454 -4.42807 0.03628
H -0.87285 -3.89178 0.29225
H 2.20251 -0.88519 -1.68529
```

Löwdin population analysis, charges in e, atoms 1 to 4: In 1.34; C -0.04; C -0.05; O 0.09


Entry from OMol25: C6H18KO10P as an isolated structure at a distorted geometry (ωB97M-V/def2-TZVPD).

Summary:
- Max |F|: 3.1 eV/Å
- Spin multiplicity: 2
- Orbital gap (alpha / beta): 7.22 / 7.08 eV
- E_tot: -1933.232152 a.u.
- Net charge: -1
- HOMO (alpha / beta): -5.4 / -5.3 eV

Structure (XYZ):
```
36
C6H18KO10P, DFT ωB97M-V/def2-TZVPD
K -0.52063 0.19303 0.96304
P -1.32567 -2.86784 0.71044
O -2.13954 -2.35497 1.97052
O -1.47873 -4.42379 0.84775
O 0.20978 -2.51741 0.69917
O -1.94963 -2.55046 -0.67711
C 2.69339 -1.67910 -1.02807
C 3.30775 -1.10557 0.25158
O 2.20046 -0.94016 1.14209
O 2.12249 -2.95652 -0.94494
H 3.49668 -1.68892 -1.76479
H 2.04110 -0.91566 -1.45207
H 3.83803 -0.16998 0.07391
H 3.97942 -1.84911 0.68064
H 1.52264 -1.61004 1.02629
H 1.43627 -2.90579 -0.27551
C -0.74643 4.11196 1.81196
C -0.13697 3.69493 3.14152
O -0.94580 3.02044 4.04729
O -1.06488 3.07383 0.86109
H -0.03275 4.73892 1.27746
H -1.61375 4.74100 2.01234
H 0.20473 4.54430 3.73306
H 0.75457 3.09369 2.96323
H -0.94221 2.07046 3.90899
H -2.00761 2.89870 0.90795
C -1.94128 -0.01227 -2.92702
C -0.48885 -0.53390 -3.09660
O -0.38041 -1.92941 -2.77736
O -2.21809 -0.03851 -1.52851
H -2.70092 -0.59118 -3.45229
H -2.14402 0.99414 -3.29325
H 0.20714 0.01804 -2.46488
H -0.19222 -0.48589 -4.14437
H -0.97289 -2.16059 -2.05824
H -2.07116 -0.90636 -1.14532
```

Löwdin population analysis, charges in e, atoms 1 to 4: K 0.85; P 0.05; O -0.38; O -0.14


Entry from OMol25: C6H18KO10P as an isolated structure at a distorted geometry (ωB97M-V/def2-TZVPD).

Summary:
- Max |F|: 4.4 eV/Å
- Orbital gap: 2.63 eV
- E_tot: -1933.130583 a.u.
- Net charge: -2
- HOMO: 1.0 eV

Structure (XYZ):
```
36
C6H18KO10P, DFT ωB97M-V/def2-TZVPD
K -0.42470 0.86274 0.45321
P -1.64830 -2.40648 0.49740
O -2.85693 -1.52105 0.88209
O -1.76524 -3.94026 0.84660
O -0.45087 -1.68509 1.14275
O -1.48880 -2.30335 -1.05467
C 1.93558 -0.22734 -3.75938
C 1.07081 -1.23666 -2.92940
O 0.38172 -0.64632 -1.92280
O 3.27670 0.05850 -3.24433
H 1.47220 0.75873 -3.79188
H 1.94399 -0.65809 -4.76062
H 1.70356 -1.87696 -2.31479
H 0.39524 -1.77797 -3.59174
H -0.36091 -1.16043 -1.59754
H 3.17045 0.26953 -2.31386
C 4.14838 1.47810 1.21138
C 3.76595 0.92077 -0.23397
O 2.33815 0.92930 -0.47078
O 4.16961 2.85586 1.45188
H 5.10493 1.04767 1.50774
H 3.55671 0.85670 1.88362
H 4.23023 -0.05402 -0.38340
H 4.20017 1.52109 -1.03344
H 1.96402 0.16614 -0.91711
H 4.93780 3.18942 0.98261
C -4.31094 1.28350 2.77252
C -5.21993 0.18007 2.20672
O -4.63069 -1.08131 2.59171
O -2.95580 0.99821 2.50697
H -4.53876 1.42827 3.82856
H -4.65778 2.18543 2.26821
H -5.22603 0.29010 1.12230
H -6.25587 0.25573 2.53716
H -4.08117 -1.33537 1.84667
H -2.89361 0.37468 1.77969
```

Löwdin population analysis, charges in e, atoms 1 to 4: K 0.83; P -0.10; O -0.44; O -0.55


Entry from OMol25: C6H18N2O7P2Pt as an isolated structure (ωB97M-V/def2-TZVPD).

Summary:
- Max |F|: 0.1 eV/Å
- Spin multiplicity: 5
- Orbital gap (alpha / beta): 10.66 / 7.87 eV
- E_tot: -1677.110505 a.u.
- Net charge: +2
- HOMO (alpha / beta): -16.7 / -17.7 eV

Structure (XYZ):
```
36
C6H18N2O7P2Pt, DFT ωB97M-V/def2-TZVPD
Pt 0.49904 -1.51701 -0.06346
C 2.78548 -0.12352 1.26531
N 2.13177 -0.15537 -0.07411
C 3.08340 -0.75260 -1.06540
C 1.78446 1.21324 -0.53461
C 0.80709 1.91020 0.41939
N -0.14496 2.77573 -0.24636
C -1.41724 3.03286 0.38297
C 0.17948 3.48186 -1.46091
H 3.67545 0.50868 1.22213
H 3.08676 -1.13208 1.54208
H 2.09927 0.25822 2.01879
H 3.98391 -0.13734 -1.11805
H 2.60676 -0.80359 -2.04250
H 3.36349 -1.75313 -0.73808
H 1.33800 1.11383 -1.52108
H 2.71759 1.77502 -0.62225
H 1.34117 2.54322 1.14213
H 0.22520 1.18765 0.99364
H -1.30036 3.89056 1.05920
H -1.73594 2.17004 0.96312
H -2.15201 3.29490 -0.37619
H -0.28802 4.46606 -1.43941
H -0.24811 2.92247 -2.30317
H 1.25497 3.56791 -1.58971
O -3.25583 0.14052 -0.73413
P -1.94415 -0.67375 -0.64506
O -0.76471 0.07498 -1.25617
O -1.49607 -1.00491 0.78251
O -2.21556 -2.04294 -1.44016
P -0.99627 -3.11700 -1.47385
O -1.63428 -4.25346 -2.28544
O 0.21020 -2.39659 -2.09905
O -0.57939 -3.38763 -0.03819
H -4.09950 -0.31923 -0.86587
H -1.15501 -5.08560 -2.41877
```

Löwdin population analysis, charges in e, atoms 1 to 4: Pt 1.47; C -0.04; N -0.42; C -0.04


Entry from OMol25: a 6-piece molecular cluster, C6H18N6O12 overall (ωB97M-V/def2-TZVPD).

Summary:
- Structure (SMILES): C[N+](=O)[O-].C[N+](=O)[O-].C[N+](=O)[O-].C[N+](=O)[O-].C[N+](=O)[O-].C[N+](=O)[O-]
- Max |F|: 0.8 eV/Å
- Orbital gap: 10.66 eV
- E_tot: -1470.255520 a.u.
- HOMO: -10.8 eV

Structure (XYZ):
```
42
C6H18N6O12, DFT ωB97M-V/def2-TZVPD
C 21.63000 -2.73673 22.63211
N 21.12419 -1.47119 23.23724
O 20.32228 -0.83836 22.58203
O 21.53885 -1.14270 24.32768
H 20.81781 -3.45438 22.63525
H 22.47284 -3.07038 23.22548
H 21.96422 -2.49929 21.62952
C 29.65707 -5.38847 16.65170
N 28.42083 -5.21995 17.45327
O 27.60684 -4.40360 17.06101
O 28.31111 -5.88925 18.45605
H 29.43501 -5.19694 15.60893
H 30.04689 -6.37811 16.85427
H 30.34424 -4.62088 17.00435
C 26.98753 -5.14685 24.51691
N 27.51687 -3.99814 23.73726
O 28.57905 -3.53485 24.08416
O 26.85574 -3.61483 22.79185
H 27.08225 -6.03842 23.90332
H 25.93941 -4.98831 24.74911
H 27.57863 -5.21114 25.42354
C 26.10973 -3.25163 19.59735
N 24.87554 -3.59900 20.34174
O 24.29314 -4.62388 20.02288
O 24.49883 -2.83749 21.21150
H 26.81153 -4.07584 19.70305
H 26.54138 -2.39041 20.09309
H 25.87987 -3.08264 18.55288
C 24.31120 -7.50709 20.97382
N 24.56054 -8.66250 21.86381
O 25.69917 -8.82346 22.25951
O 23.61910 -9.37952 22.13288
H 24.47074 -6.57949 21.51010
H 23.31041 -7.58668 20.56841
H 25.02925 -7.54675 20.15679
C 30.57922 -0.96268 19.52852
N 29.60603 -2.01027 19.92431
O 28.80861 -1.74290 20.79056
O 29.67428 -3.07485 19.33517
H 31.56766 -1.41792 19.54620
H 30.53776 -0.15354 20.24625
H 30.34478 -0.65943 18.51410
```

Löwdin population analysis, charges in e, atoms 1 to 4: C 0.04; N -0.45; O 0.06; O 0.06